One molecule with the formula C4H8O3 in a non-equilibrium geometry, computed with ωB97M-V with the def2-TZVPD basis set.

Summary:
Highest occupied orbital energy in hartree: -0.384
Total energy in hartree: -382.89340
LUMO in eV: 0.780

```
15
Properties=species:S:1:pos:R:3:lowdin_charge:R:1
H 2.2251 0.2253 0.3402 0.09
C -1.1709 -0.2864 -0.7059 -0.47
H 1.6286 1.7522 1.0224 0.07
H 0.8851 0.2758 1.4653 0.08
O -2.2080 0.2617 -0.4408 0.15
H 0.2405 -0.9431 0.4421 0.09
H -0.1331 -2.1714 -0.7533 0.15
C -0.5937 -1.4867 -0.0375 -0.19
H 1.2305 1.6917 -1.3745 0.12
C 0.5113 1.2548 -0.6766 -0.19
O -0.1716 0.2665 -1.4604 -0.04
C 1.3259 0.7991 0.5977 -0.07
H -2.1067 -1.5030 1.1173 0.09
H -0.2376 2.0053 -0.3984 0.12
O -1.4254 -2.1419 0.8625 -0.01
```